--- w ---
This record from OMol25 describes a cluster of 2 separate species, C6H14NO in total. The level of theory is ωB97M-V/def2-TZVPD.

Output
Net charge: -1
M: 116.18 g mol⁻¹

Last column: Mulliken charge in e.
Positions of all 22 atoms, in Å:
1 C -1.6252 2.0570 2.3891  -0.73
2 N -0.1782 1.9904 2.1013  -0.57
3 C 0.2512 0.5429 1.9359  -0.67
4 O -0.3767 -0.1005 0.9493  -0.76
5 H -2.0269 1.0783 2.1009  0.28
6 H -2.1267 2.8440 1.8244  0.31
7 H -1.7985 2.2478 3.4591  0.23
8 H -0.0478 2.4299 1.1994  0.28
9 H 0.0612 0.1295 2.9542  0.35
10 H 1.3552 0.6531 1.8035  0.31
11 C 2.0778 -2.3870 -1.8742  -1.09
12 C 1.1147 -1.2737 -2.2393  -0.03
13 C -0.0909 -1.1377 -1.6870  0.02
14 C -0.9685 0.0658 -1.8814  -0.90
15 H 1.5782 -3.0983 -1.2171  0.29
16 H 2.3182 -2.9075 -2.8043  0.31
17 H 2.9710 -1.9685 -1.3942  0.26
18 H 1.4369 -0.6273 -3.0557  0.28
19 H -0.4178 -1.9312 -1.0317  0.16
20 H -0.5839 0.6738 -2.7075  0.29
21 H -2.0155 -0.1586 -2.0748  0.27
22 H -0.8570 0.6065 -0.9311  0.11

--- x ---
This record from OMol25 describes the ion C6H14NO with charge -1. The level of theory is ωB97M-V/def2-TZVPD.

Output
Net charge: -1
M: 116.18 g mol⁻¹
SMILES: CCN[C@@H](CC)C[O-]

Last column: Mulliken charge in e.
Positions of all 22 atoms, in Å:
1 C 0.2235 -0.3167 3.0514  -1.29
2 C -0.2513 0.3258 1.8140  0.02
3 N 0.7435 0.2875 0.7306  -0.51
4 C 0.0222 0.1645 -0.5329  0.03
5 C 1.0715 0.5910 -1.6387  -0.49
6 C 0.4344 1.7688 -2.3973  -1.12
7 C -0.6178 -1.2577 -0.8148  -0.80
8 O -1.6403 -1.5984 -0.1903  -0.76
9 H -0.5818 -0.9305 3.6095  0.28
10 H 0.7805 0.2830 3.7166  0.34
11 H 0.8559 -1.0760 2.8616  0.44
12 H -1.1988 -0.2003 1.3670  0.19
13 H -0.7146 1.4097 1.9300  0.17
14 H 1.3771 -0.5656 0.7006  0.36
15 H -0.8936 0.8205 -0.7300  0.15
16 H 1.1964 -0.2980 -2.2837  0.30
17 H 2.0613 0.6973 -1.1926  0.34
18 H -0.3012 1.5036 -3.1910  0.29
19 H -0.1898 2.2867 -1.6407  0.33
20 H 1.1594 2.5046 -2.8905  0.30
21 H -0.9705 -1.1720 -1.9388  0.20
22 H 0.0441 -2.1425 -0.8004  0.21

--- y ---
This record from OMol25 describes the ion C6H14NO with charge -1. The level of theory is ωB97M-V/def2-TZVPD.

Output
Net charge: -1
M: 116.18 g mol⁻¹
SMILES: CC(C)C[C@H](N)C[O-]

Last column: Mulliken charge in e.
Positions of all 22 atoms, in Å:
1 C -0.8635 -1.9370 -0.5065  -1.35
2 C 0.1351 -1.1332 0.3579  0.87
3 C 1.2370 -2.0358 0.9123  -1.53
4 C 0.6845 0.0667 -0.4775  -0.89
5 C -0.3360 1.2530 -0.4795  0.27
6 N 0.0838 2.2112 -1.5271  -0.82
7 C -0.5091 2.0336 0.9536  -0.43
8 O -1.1791 3.1518 0.7897  -0.87
9 H -0.3113 -2.5092 -1.2553  0.33
10 H -1.6854 -1.3674 -0.9234  0.37
11 H -1.2118 -2.7152 0.1881  0.34
12 H -0.4215 -0.6218 1.1373  0.05
13 H 2.0277 -1.3533 1.2345  0.36
14 H 0.8031 -2.6736 1.6782  0.42
15 H 1.7441 -2.5639 0.0948  0.31
16 H 1.5639 0.5545 -0.0319  0.28
17 H 0.8874 -0.2070 -1.5137  0.28
18 H -1.3535 0.8759 -0.6253  0.03
19 H -0.7907 2.5021 -1.9605  0.32
20 H 0.1969 3.0793 -0.9879  0.36
21 H -1.1666 1.2134 1.4747  0.14
22 H 0.4649 2.1758 1.4674  0.16

Which of them is the most stable, and which is the least stable? y and x, in that order.

--- w ---
This record from OMol25 describes a structure of composition C3H2KMgO3. The level of theory is ωB97M-V/def2-TZVPD.

Output
Net charge: +1
M: 149.45 g mol⁻¹

Last column: Mulliken charge in e.
Positions of all 10 atoms, in Å:
1 H -0.9438 3.1948 1.9452  -0.02
2 O 1.0315 -1.6536 0.0370  -0.33
3 C 0.2449 -0.7523 -0.5869  1.12
4 C 1.6571 -1.2949 1.1324  0.38
5 O -0.5782 -1.1691 -1.4177  -0.76
6 O 0.2490 0.4538 -0.2113  -0.63
7 C 2.1577 -1.0422 2.1989  -0.58
8 Mg -1.4069 0.6936 -1.5363  0.41
9 H 2.5225 -0.8721 3.1968  0.43
10 K 0.7231 1.7413 1.9043  0.98

--- x ---
This record from OMol25 describes a structure of composition C3H2KMgO3. The level of theory is ωB97M-V/def2-TZVPD.

Output
Net charge: +1
M: 149.45 g mol⁻¹

Last column: Mulliken charge in e.
Positions of all 10 atoms, in Å:
1 C -1.4489 1.3360 -1.0610  -0.59
2 C -0.2244 0.8665 -1.1453  0.57
3 O 0.8091 0.8770 -1.7758  -0.45
4 Mg 2.7656 0.7687 -1.3621  0.50
5 H -2.2939 0.6731 -0.9623  0.27
6 H -1.6380 2.3829 -0.8849  0.27
7 O -1.0784 -1.2556 1.8040  -0.31
8 C -0.1381 -1.1368 1.1513  0.37
9 K 2.0847 -3.1759 3.1010  0.95
10 O 1.1624 -1.3358 1.1351  -0.58

Which of them is the most stable, and which is the least stable? x and w, in that order.

--- w ---
This record from OMol25 describes a cluster of 2 separate species, CH6NS2 in total. The level of theory is ωB97M-V/def2-TZVPD.

Output
Net charge: +1
M: 96.20 g mol⁻¹

Last column: Mulliken charge in e.
Positions of all 10 atoms, in Å:
1 C 0.0603 0.0161 -1.0085  -0.02
2 N -0.1729 0.1196 -2.3098  -0.21
3 S 0.9208 -0.6543 2.4969  -0.16
4 S -1.0318 -0.0291 2.5466  -0.10
5 H -0.6173 -0.4912 -0.3646  0.25
6 H 0.9754 0.5170 -0.7006  0.33
7 H -0.9067 0.6342 1.3248  0.09
8 H 0.5159 0.6197 -2.9313  0.32
9 H -0.8632 -0.4456 -2.8058  0.30
10 H 1.1194 -0.2864 3.7524  0.20

--- x ---
This record from OMol25 describes a cluster of 2 separate species, CH6NS2 in total. The level of theory is ωB97M-V/def2-TZVPD.

Output
Net charge: +1
M: 96.20 g mol⁻¹

Last column: Mulliken charge in e.
Positions of all 10 atoms, in Å:
1 C 1.1933 1.6846 -0.2317  -0.01
2 N 0.8214 0.7112 0.4871  0.00
3 H 1.8485 2.4397 0.1826  0.27
4 H 0.8278 1.7432 -1.2503  0.27
5 H 0.2185 -0.0135 0.0703  0.12
6 H 1.1859 0.5597 1.4234  0.27
7 S -0.8077 -2.2047 0.6429  -0.16
8 S -1.2176 -1.4181 -1.2297  -0.23
9 H -1.9028 -2.9682 0.7771  0.22
10 H -2.1674 -0.5339 -0.8717  0.25

--- y ---
This record from OMol25 describes the ion CH6NS2 with charge +1. The level of theory is ωB97M-V/def2-TZVPD.

Output
Net charge: +1
M: 96.20 g mol⁻¹
SMILES: [NH3+]C(S)S

Last column: Mulliken charge in e.
Positions of all 10 atoms, in Å:
1 N 1.2437 -0.2096 0.0578  -0.50
2 C -0.2143 -0.2609 -0.1217  -0.11
3 S -0.7341 0.9431 1.1906  -0.19
4 S -0.5864 0.4514 -1.7730  -0.17
5 H 1.5955 0.6925 0.0503  0.33
6 H 1.7339 -0.8648 -0.6631  0.40
7 H 1.6923 -0.4447 1.0151  0.39
8 H -0.7974 -1.2935 0.1362  0.41
9 H -1.9546 0.3822 1.6962  0.22
10 H -1.9786 0.6042 -1.5885  0.23

Which of them is the most stable, and which is the least stable? x and y, in that order.

--- w ---
This record from OMol25 describes a structure of composition C3H5BO2. The level of theory is ωB97M-V/def2-TZVPD.

Output
M: 83.88 g mol⁻¹

Last column: Mulliken charge in e.
Positions of all 11 atoms, in Å:
1 B 0.8567 0.1871 -0.0654  0.36
2 C 3.8008 -0.0694 0.1187  0.06
3 C 2.5751 -0.1191 0.0164  -0.64
4 C -1.0761 -0.5191 -0.2107  -0.48
5 O 0.7449 1.4656 -0.0506  -0.41
6 O -1.7317 0.6814 0.1723  -0.57
7 H 4.8011 -0.4645 0.1380  0.36
8 H -1.3860 -0.8881 -1.1703  0.31
9 H -0.9790 -1.2788 0.5722  0.23
10 H -0.1649 1.8717 -0.3919  0.42
11 H -1.3358 0.7931 1.0857  0.36

--- x ---
This record from OMol25 describes a cluster of 2 separate species, C3H5BO2 in total. The level of theory is ωB97M-V/def2-TZVPD.

Output
M: 83.88 g mol⁻¹

Last column: Mulliken charge in e.
Positions of all 11 atoms, in Å:
1 B -1.1227 -0.0085 -0.0957  0.64
2 C 2.8371 -0.0443 0.7059  -0.35
3 C 1.9179 0.0831 -0.0445  -0.36
4 C -0.3086 0.1486 -1.3958  -0.47
5 O -1.4848 1.1216 0.5684  -0.51
6 O -1.4845 -1.2659 0.2776  -0.51
7 H 3.6997 -0.1276 1.3128  0.38
8 H -0.0140 -0.6986 -1.9898  0.31
9 H -0.0565 1.1145 -1.7962  0.31
10 H -1.9877 1.0232 1.3759  0.28
11 H -1.9958 -1.3461 1.0816  0.28

Which of them is the most stable, and which is the least stable? x and w, in that order.

--- w ---
This record from OMol25 describes the molecule CH3FO2S. The level of theory is ωB97M-V/def2-TZVPD.

Output
M: 98.10 g mol⁻¹
SMILES: O=[SH](=O)CF

Last column: Mulliken charge in e.
Positions of all 8 atoms, in Å:
1 O 2.4610 1.0237 -0.5445  -0.56
2 S 1.3636 0.4654 0.1632  0.83
3 O 1.5092 -0.8729 0.4786  -0.51
4 C -0.2565 0.4581 -0.7768  -0.15
5 F -0.9240 0.4968 0.6821  -0.35
6 H 0.9203 1.1862 1.2595  0.22
7 H -0.4216 1.4433 -1.1520  0.26
8 H -0.5969 -0.4684 -1.2211  0.27

--- x ---
This record from OMol25 describes a cluster of 2 separate species, CH3FO2S in total. The level of theory is ωB97M-V/def2-TZVPD.

Output
M: 98.10 g mol⁻¹
SMILES: C=O.OSF

Last column: Mulliken charge in e.
Positions of all 8 atoms, in Å:
1 C 1.5213 -0.7240 0.8254  -0.01
2 O 1.1090 0.1877 1.4887  -0.38
3 H 1.1948 -0.9801 -0.1990  0.14
4 H 2.3282 -1.4166 1.0532  0.25
5 O -1.0222 1.4866 -0.7915  -0.36
6 S -2.4736 0.8975 -0.7610  0.30
7 F -2.1759 -0.6530 -0.1728  -0.27
8 H -0.4816 1.2018 -1.4430  0.32

Which of them is the most stable, and which is the least stable? x and w, in that order.

--- w ---
This record from OMol25 describes a cluster of 2 separate species, C2H9N2S2 in total. The level of theory is ωB97M-V/def2-TZVPD.

Output
Net charge: +1
M: 125.24 g mol⁻¹

Last column: Mulliken charge in e.
Positions of all 15 atoms, in Å:
1 C -1.9061 0.9674 1.1223  -0.81
2 S -1.3357 0.4291 -0.5061  -0.08
3 S -0.9375 -1.5895 -0.2871  -0.22
4 H -1.7277 0.1457 1.8226  0.31
5 H -1.3041 1.7799 1.5036  0.30
6 H -2.9789 1.1264 1.1485  0.34
7 H -2.2007 -1.9586 -0.0195  0.20
8 N 2.1662 0.2712 1.2542  -0.14
9 C 2.5507 0.2230 0.0155  0.07
10 N 1.9133 0.9264 -0.9534  -0.34
11 H 1.4327 0.9682 1.3707  0.29
12 H 2.1942 -0.5045 1.9108  0.30
13 H 3.5460 -0.1444 -0.2548  0.37
14 H 2.3578 1.7375 -1.3737  0.26
15 H 1.1441 0.5244 -1.4680  0.18

--- x ---
This record from OMol25 describes a cluster of 2 separate species, C2H9N2S2 in total. The level of theory is ωB97M-V/def2-TZVPD.

Output
Net charge: +1
M: 125.24 g mol⁻¹

Last column: Mulliken charge in e.
Positions of all 15 atoms, in Å:
1 C -1.8659 -1.2713 0.1162  -0.75
2 S -1.8726 0.5002 0.5558  -0.10
3 S -0.4314 0.8801 2.0948  -0.26
4 H -1.0888 -1.8201 0.6278  0.31
5 H -1.7730 -1.3097 -0.9265  0.33
6 H -2.8951 -1.6275 0.3513  0.30
7 H -1.1210 -0.0105 2.8833  0.24
8 N 1.9162 -0.2193 -0.0537  -0.18
9 C 1.7626 0.7480 -0.9522  0.26
10 N 0.5767 1.2735 -1.1253  -0.19
11 H 1.3286 -0.0593 0.7753  0.05
12 H 2.6797 -0.8662 -0.0387  0.27
13 H 2.5529 0.9707 -1.6419  0.35
14 H 0.4789 2.1228 -1.6439  0.24
15 H -0.2478 0.6886 -1.0224  0.13

Which of them is the most stable, and which is the least stable? x and w, in that order.

--- w ---
This record from OMol25 describes the molecule C3H7OPS2. The level of theory is ωB97M-V/def2-TZVPD.

Output
M: 154.20 g mol⁻¹

Last column: Mulliken charge in e.
Positions of all 14 atoms, in Å:
1 C 1.6710 0.7965 1.4475  -0.55
2 C 1.2189 1.6830 -0.9828  -0.62
3 C -1.5237 -1.2095 0.1299  -0.59
4 O -0.1970 -0.7045 -0.2099  -0.42
5 P 0.1102 1.0434 0.4417  0.46
6 S -1.4478 1.9698 1.0386  -0.37
7 S 2.6931 1.3970 0.0863  -0.11
8 H 1.6025 1.3230 2.3967  0.38
9 H 1.7971 -0.2687 1.6302  0.33
10 H 1.1722 0.9059 -1.7225  0.31
11 H 0.8739 2.6183 -1.2968  0.42
12 H -1.4209 -1.5312 1.2154  0.24
13 H -1.5582 -1.8692 -0.6607  0.24
14 H -2.2646 -0.3139 0.0103  0.29

--- x ---
This record from OMol25 describes the molecule C3H7OPS2. The level of theory is ωB97M-V/def2-TZVPD.

Output
M: 154.20 g mol⁻¹
SMILES: CP1(=O)SCCS1

Last column: Mulliken charge in e.
Positions of all 14 atoms, in Å:
1 C 1.9163 -0.1855 1.2389  -1.02
2 P 1.2043 -0.1543 -0.6186  0.73
3 O 2.2728 -0.3203 -1.5893  -0.61
4 S -0.0100 1.5259 -1.0353  -0.18
5 C -1.3995 0.8670 -0.1547  -0.62
6 C -1.7772 -0.4815 -0.7149  -0.42
7 S -0.3305 -1.6051 -0.6888  -0.17
8 H 1.2389 -0.2252 2.1393  0.29
9 H 2.5057 -1.0565 1.0841  0.31
10 H 2.6176 0.5167 1.4966  0.41
11 H -2.2718 1.5907 -0.2365  0.34
12 H -1.0520 0.7792 0.8798  0.27
13 H -2.5839 -0.9561 -0.1266  0.34
14 H -2.3309 -0.2948 -1.6740  0.31

Which of them is the most stable, and which is the least stable? x and w, in that order.

--- w ---
This record from OMol25 describes a cluster of 2 separate species, C2H4N2O3S in total. The level of theory is ωB97M-V/def2-TZVPD.

Output
Net charge: -2
M: 136.13 g mol⁻¹

Last column: Mulliken charge in e.
Positions of all 12 atoms, in Å:
1 C 2.2491 1.4697 -3.0117  -0.59
2 C -0.3465 -0.5348 1.5980  0.51
3 N -1.2243 -0.3578 0.6033  -0.35
4 N -1.0134 -1.3794 2.6903  -0.63
5 O -1.4898 -0.4015 -1.8804  -0.56
6 O 0.8471 -0.2865 1.8458  -0.71
7 O -1.6619 1.7775 -0.8779  -0.58
8 S -0.8777 0.5174 -0.8987  0.41
9 H 2.7365 2.4465 -2.6599  0.02
10 H 3.0144 0.6632 -2.6719  0.04
11 H -0.3945 -2.0517 2.8965  0.17
12 H -1.8391 -1.8627 2.3665  0.26

--- x ---
This record from OMol25 describes the ion C2H4N2O3S with charge -2. The level of theory is ωB97M-V/def2-TZVPD.

Output
Net charge: -2
M: 136.13 g mol⁻¹
SMILES: C=[S@](=O)([O-])/N=C(/N)[O-]

Last column: Mulliken charge in e.
Positions of all 12 atoms, in Å:
1 C -0.8316 0.3497 2.2185  -0.86
2 S 0.9150 0.4938 1.4566  0.80
3 O 1.7491 -0.6087 1.9855  -0.69
4 O 1.4329 1.8694 1.4320  -0.66
5 N 0.6621 0.0262 -0.1361  -0.40
6 C 1.5001 0.3433 -1.1304  0.49
7 N 0.8231 -0.0968 -2.4718  -0.79
8 O 2.6691 0.6791 -1.2419  -0.71
9 H -0.6344 -0.6416 2.6424  0.16
10 H -0.6457 0.9119 3.0932  0.07
11 H -0.0655 -0.2687 -1.9594  0.38
12 H 0.6832 0.8013 -2.9750  0.20

Which of them is the most stable, and which is the least stable? x and w, in that order.